# 1
{"formula": "C35H57MnN5O10S3Si", "method": "ωB97M-V with the def2-TZVPD basis set", "elements": ["Mn", "C", "C", "C", "C", "O", "Si", "S", "O", "C", "C", "C", "C", "O", "C", "C", "C", "C", "H", "H", "H", "H", "H", "H", "H", "H", "H", "H", "H", "H", "H", "H", "H", "H", "H", "H", "H", "H", "H", "H", "H", "H", "H", "H", "H", "O", "N", "N", "O", "C", "C", "C", "C", "C", "C", "H", "H", "H", "H", "H", "C", "N", "C", "C", "N", "C", "S", "H", "H", "H", "H", "H", "H", "C", "C", "C", "O", "H", "H", "H", "H", "H", "H", "H", "C", "C", "C", "C", "C", "C", "C", "S", "O", "O", "N", "C", "C", "C", "O", "O", "H", "H", "H", "H", "H", "H", "H", "H", "H", "H", "H", "H"], "positions_angstrom": [[-1.028657, -0.987867, -0.380868], [1.484897, 2.607011, 2.543402], [1.056052, 1.937420, 1.239631], [0.672141, 2.991084, 0.203105], [2.180466, 1.047600, 0.717875], [-0.058523, 1.066011, 1.447334], [-1.344492, 1.153861, 2.483961], [-2.616025, -0.363238, 2.042369], [-0.805417, 1.205548, 4.069023], [-0.373963, 0.155839, 4.927962], [0.449907, 0.832557, 6.020694], [0.479847, -0.866369, 4.182451], [-1.597373, -0.522576, 5.544025], [-1.870032, 2.717620, 2.292762], [-2.855160, 3.471892, 2.966443], [-4.045020, 2.604083, 3.368976], [-2.224503, 4.111259, 4.204134], [-3.304174, 4.548802, 1.980557], [2.385471, 3.200000, 2.363166], [1.704020, 1.861091, 3.308018], [0.700447, 3.262563, 2.922419], [1.469819, 3.734565, 0.108794], [-0.241434, 3.494148, 0.523134], [0.495841, 2.522921, -0.763797], [3.076410, 1.643418, 0.520946], [1.863369, 0.566629, -0.206638], [2.422281, 0.278185, 1.455132], [1.312991, 1.335516, 5.582058], [0.803815, 0.099813, 6.749781], [-0.156894, 1.579054, 6.537278], [1.375859, -0.394397, 3.775368], [-0.068014, -1.306709, 3.350985], [0.787857, -1.664691, 4.864153], [-2.215740, 0.221660, 6.051659], [-1.294372, -1.283092, 6.268745], [-2.189195, -0.982442, 4.753550], [-3.754113, 1.870641, 4.122745], [-4.416943, 2.049470, 2.508038], [-4.842301, 3.232597, 3.774378], [-1.770537, 3.338504, 4.824072], [-2.976746, 4.648207, 4.788646], [-1.444207, 4.814794, 3.906581], [-3.677763, 4.076860, 1.071511], [-2.458298, 5.183907, 1.713523], [-4.093219, 5.171851, 2.409829], [0.264201, -1.923562, 0.952007], [1.298656, -2.567389, 0.554418], [1.279677, -2.819083, -0.702386], [0.315529, -2.466628, -1.485881], [2.406407, -3.503315, -1.259250], [2.453317, -3.629011, -2.639087], [3.535087, -4.274887, -3.221030], [4.551214, -4.794846, -2.433249], [4.483674, -4.666093, -1.049168], [3.414406, -4.021213, -0.452014], [1.642887, -3.217963, -3.221926], [3.579161, -4.363040, -4.298936], [5.393453, -5.297359, -2.892009], [5.273197, -5.068998, -0.426146], [3.353530, -3.906623, 0.619857], [-0.115901, -5.907602, 0.948235], [-1.219185, -5.048252, 1.297840], [-1.382857, -4.424014, 2.528785], [-2.400766, -3.556803, 2.406034], [-2.878060, -3.671247, 1.113512], [-2.137235, -4.572896, 0.409864], [-2.314165, -4.988837, -1.195367], [-0.055870, -6.749125, 1.641619], [0.819914, -5.344323, 0.969287], [-0.292430, -6.273806, -0.061463], [-0.736967, -4.633850, 3.360750], [-2.807844, -2.848087, 3.099749], [-3.379864, -2.941074, 0.622044], [-5.078500, -0.909630, -1.235930], [-3.770850, -0.311061, -1.764940], [-3.663944, 1.168529, -1.380919], [-2.703620, -1.036537, -1.300138], [-5.957878, -0.363919, -1.593389], [-5.061003, -0.865948, -0.142858], [-5.157555, -1.954142, -1.543498], [-3.807772, -0.364320, -2.874370], [-3.581074, 1.248127, -0.293307], [-4.539292, 1.734915, -1.717335], [-2.769813, 1.611770, -1.822679], [4.441874, 3.901488, -2.184675], [3.871723, 3.029005, -3.269923], [3.848318, 1.645481, -3.135999], [3.281337, 0.844781, -4.114175], [2.735472, 1.435083, -5.243238], [2.757502, 2.812424, -5.402683], [3.327271, 3.599162, -4.417236], [1.888334, 0.420508, -6.422876], [2.541183, -0.864843, -6.462992], [1.782307, 1.192029, -7.633357], [0.409820, 0.237785, -5.781694], [0.168060, -0.935332, -4.911159], [-0.830408, -0.548963, -3.831338], [-0.339727, 0.647162, -3.003235], [-0.120344, 1.705049, -3.641361], [-0.157847, 0.492635, -1.768814], [4.936071, 3.305479, -1.418020], [3.648959, 4.473218, -1.698719], [5.165892, 4.612579, -2.587897], [4.255616, 1.187674, -2.243829], [3.250172, -0.229891, -3.998295], [2.318431, 3.249308, -6.288472], [3.334167, 4.677424, -4.530457], [0.158910, 1.071387, -5.201196], [1.098860, -1.288242, -4.457663], [-0.226686, -1.752366, -5.517766], [-1.019798, -1.407124, -3.191485], [-1.775702, -0.256355, -4.296084]], "forces_ev_per_a": [[-0.013, 0.696, -0.304], [0.049, 0.017, -0.010], [-0.034, -0.003, -0.040], [0.005, 0.005, 0.047], [-0.004, 0.042, 0.040], [0.012, -0.053, 0.039], [0.123, 0.035, -0.027], [-0.034, 0.043, -0.116], [0.030, -0.054, 0.053], [-0.052, 0.016, -0.030], [0.001, -0.004, 0.010], [0.005, 0.033, 0.034], [0.038, 0.025, -0.028], [0.091, 0.001, -0.112], [-0.057, 0.003, 0.060], [-0.016, 0.021, -0.002], [-0.025, 0.022, 0.018], [-0.028, -0.040, 0.032], [0.001, 0.021, 0.003], [0.016, 0.001, -0.010], [-0.024, 0.003, 0.010], [0.041, 0.003, -0.023], [0.020, 0.023, 0.016], [-0.036, -0.036, -0.032], [0.017, 0.022, -0.028], [-0.024, -0.021, -0.056], [-0.016, -0.009, -0.019], [0.004, 0.011, -0.006], [0.006, -0.019, 0.016], [-0.009, 0.008, 0.003], [0.010, 0.002, -0.019], [-0.042, -0.040, -0.070], [0.014, 0.002, 0.015], [-0.004, 0.006, 0.007], [0.009, -0.017, 0.007], [-0.037, -0.002, -0.009], [0.021, -0.012, 0.014], [-0.020, 0.019, -0.016], [-0.020, -0.001, 0.026], [-0.027, -0.015, 0.003], [-0.006, 0.035, -0.005], [0.025, 0.005, -0.012], [-0.021, -0.011, -0.011], [0.026, -0.001, -0.019], [0.009, 0.010, 0.018], [0.667, -0.469, 0.219], [-0.414, 0.154, 0.100], [0.041, -0.070, 0.014], [-0.023, 0.117, 0.081], [-0.168, 0.079, 0.026], [0.067, -0.034, 0.028], [0.002, 0.002, 0.013], [0.009, -0.002, 0.031], [0.004, -0.005, -0.051], [0.013, 0.006, -0.030], [-0.010, -0.012, 0.002], [0.005, 0.000, -0.008], [0.008, -0.003, -0.003], [0.003, -0.005, -0.012], [-0.006, 0.009, -0.002], [-0.041, -0.042, -0.009], [-0.005, -0.015, -0.030], [-0.095, 0.051, 0.032], [0.028, -0.133, 0.123], [0.245, 0.131, -0.114], [0.129, 0.076, -0.021], [-0.079, -0.197, -0.189], [0.009, 0.016, 0.001], [-0.001, -0.013, 0.000], [0.011, 0.011, 0.009], [0.024, 0.003, 0.034], [0.009, 0.053, 0.003], [-0.129, -0.021, -0.008], [0.026, 0.041, 0.039], [-0.005, 0.074, 0.028], [-0.022, -0.020, 0.009], [-0.268, -0.482, -0.106], [-0.025, 0.003, -0.031], [-0.012, 0.011, 0.020], [0.012, -0.024, -0.005], [-0.048, 0.005, 0.027], [-0.011, 0.001, -0.003], [-0.011, 0.023, -0.024], [0.023, 0.003, 0.006], [-0.011, -0.005, 0.010], [0.008, -0.019, 0.023], [-0.039, 0.030, 0.004], [-0.020, 0.022, -0.005], [0.097, -0.057, -0.018], [0.001, -0.030, 0.026], [-0.001, -0.008, -0.006], [-0.076, 0.019, 0.084], [-0.024, -0.005, -0.080], [0.018, 0.062, 0.002], [0.095, -0.224, -0.058], [0.073, 0.037, -0.069], [-0.133, -0.015, 0.161], [0.036, -0.278, -0.079], [0.020, 0.131, 0.074], [0.048, 0.064, 0.325], [0.004, -0.010, -0.001], [-0.015, -0.001, 0.006], [0.002, 0.008, 0.001], [0.007, -0.017, 0.049], [0.024, -0.032, -0.004], [-0.004, 0.008, -0.018], [-0.002, 0.016, -0.002], [-0.047, 0.142, -0.121], [-0.037, 0.035, 0.039], [0.031, 0.007, 0.017], [-0.041, 0.027, -0.012], [-0.008, -0.022, -0.018]], "spin_multiplicity": 6, "total_energy_ha": -5029.427321, "charge": -2, "lumo_energy_ev": [4.113, 4.112], "homo_lumo_gap_ev": [6.255, 6.754], "homo_energy_ev": [-2.14, -2.64]}

---

# 2
{"formula": "C35H61N12O13", "method": "ωB97M-V with the def2-TZVPD basis set", "elements": ["C", "C", "C", "C", "C", "C", "N", "O", "C", "C", "C", "H", "H", "H", "H", "H", "H", "H", "H", "H", "H", "H", "H", "H", "H", "H", "H", "H", "H", "N", "C", "C", "C", "C", "H", "H", "H", "H", "H", "N", "C", "C", "C", "C", "H", "H", "H", "H", "H", "N", "C", "C", "C", "C", "H", "H", "H", "H", "H", "N", "C", "C", "C", "C", "H", "H", "H", "H", "H", "N", "C", "C", "C", "C", "H", "H", "H", "H", "H", "C", "N", "O", "O", "H", "H", "H", "C", "N", "O", "O", "H", "H", "H", "C", "N", "O", "O", "H", "H", "H", "C", "N", "O", "O", "H", "H", "H", "C", "N", "O", "O", "H", "H", "H", "C", "N", "O", "O", "H", "H", "H"], "positions_angstrom": [[-1.124751, 0.033279, 0.752537], [-0.531753, 1.427193, 0.386777], [0.159108, 1.942754, 1.768656], [1.640227, 1.338999, 1.956456], [2.529492, 1.529503, 0.653182], [1.837090, 0.894060, -0.539287], [0.381752, 1.329943, -0.697516], [-0.031528, 1.396602, -1.831991], [2.023899, -0.775589, -0.483927], [2.511925, 1.475014, -1.875233], [-1.700638, 2.325937, 0.130351], [-1.357050, -0.422286, -0.264136], [-1.964535, -0.174589, 1.295370], [-0.386990, -0.590837, 1.299843], [-0.529071, 1.869614, 2.571763], [0.120533, 3.019493, 1.708144], [1.796020, 0.374038, 2.388163], [1.994840, 2.014125, 2.725675], [3.592628, 1.273602, 0.546530], [2.526343, 2.566391, 0.577477], [3.235638, -1.151720, -0.580989], [1.632371, -1.218235, -1.247649], [1.532154, -1.234262, 0.280677], [2.502648, 2.378199, -2.059123], [1.957477, 0.999722, -2.784576], [3.565998, 1.060808, -1.966575], [-1.463331, 3.402429, -0.271793], [-2.477492, 2.354712, 1.135983], [-2.227550, 1.855238, -0.478383], [0.280605, -4.032804, -3.997224], [0.477851, -4.305840, -2.603813], [-0.366164, -3.322840, -1.842926], [-1.114703, -2.472809, -2.767613], [-0.581338, -2.975344, -4.213529], [0.591197, -4.502151, -4.681951], [1.142245, -5.095721, -2.384465], [-0.347108, -3.455809, -0.826535], [-1.814697, -1.687979, -2.538749], [-0.781143, -2.673738, -5.225749], [-3.384896, -4.791420, 2.714346], [-2.858697, -4.512874, 1.431705], [-3.487476, -3.239380, 1.025436], [-4.550789, -2.927332, 2.074380], [-4.341127, -4.005355, 3.128375], [-2.876112, -5.523072, 3.213531], [-1.974866, -4.917616, 1.095788], [-3.223790, -2.567080, 0.181752], [-5.328369, -2.215946, 1.987155], [-4.999391, -4.233761, 4.045106], [-2.700068, 2.905284, -5.700391], [-2.852786, 2.085535, -4.553413], [-1.611735, 1.262886, -4.565977], [-0.883729, 1.578975, -5.803927], [-1.608184, 2.587830, -6.446742], [-3.426532, 3.514415, -5.856861], [-3.666007, 2.321152, -3.881949], [-1.414990, 0.646550, -3.632397], [-0.043637, 1.303672, -6.077049], [-1.649852, 3.063021, -7.405424], [0.385001, 8.093091, 3.528447], [-0.303215, 7.680506, 2.341110], [-0.740787, 6.230085, 2.632366], [-0.148969, 5.931482, 4.023862], [0.607859, 7.135145, 4.456484], [0.778707, 9.059369, 3.402051], [-0.264033, 8.388940, 1.426134], [-1.312719, 5.409308, 2.097169], [-0.260843, 5.032497, 4.600524], [1.175871, 7.474109, 5.341501], [3.722511, -1.239583, -6.408843], [2.361348, -1.238771, -5.959235], [1.560423, -1.573867, -7.231527], [2.531713, -1.836876, -8.313458], [3.941128, -1.467919, -7.702821], [4.445004, -0.877114, -5.676918], [2.043736, -1.022874, -4.915240], [0.532691, -1.816548, -7.242449], [2.507587, -2.084403, -9.303934], [5.173132, -1.432822, -7.916719], [-5.683578, 1.795972, 3.890390], [-4.237930, 1.916123, 3.502873], [-3.744156, 3.000539, 3.075504], [-3.580112, 0.913892, 3.422530], [-6.447520, 2.723329, 3.730857], [-5.644797, 1.532834, 4.846775], [-6.041641, 1.079913, 3.263927], [1.336199, 0.925211, 7.308799], [1.504096, 0.995725, 5.888753], [2.048583, 1.943090, 5.313252], [0.847082, 0.155695, 5.310458], [0.574561, 0.013284, 7.483616], [1.086867, 1.992152, 7.585475], [2.376271, 0.740476, 7.672123], [5.560082, -0.634342, 3.638620], [5.076926, -0.839696, 2.265878], [4.177170, -1.613538, 1.984407], [5.606172, -0.121381, 1.373023], [4.771274, -0.803795, 4.320258], [6.188142, 0.150960, 3.497048], [6.197465, -1.570889, 3.819331], [-5.252880, -1.916873, -2.244655], [-4.763173, -0.731654, -1.511715], [-5.370290, -0.290834, -0.618603], [-3.707763, -0.133423, -2.022559], [-4.632066, -2.842409, -1.896495], [-5.502801, -1.649214, -3.260206], [-6.274683, -2.035499, -1.649074], [5.212745, -2.908160, -0.988672], [5.411535, -2.077466, -2.227989], [4.477057, -1.363283, -2.574639], [6.644532, -1.990567, -2.665673], [5.804544, -3.684534, -1.243000], [4.362700, -3.661816, -1.111160], [4.985314, -2.298762, -0.058271], [-1.078113, -2.664803, 4.081882], [-0.165449, -3.617447, 3.519839], [0.785605, -3.166389, 2.767204], [-0.030095, -4.731571, 3.970983], [-1.329087, -2.015125, 3.264477], [-0.563437, -2.186848, 4.856035], [-2.070665, -3.277219, 4.252596]], "forces_ev_per_a": [[3.466, -2.077, -3.704], [-1.392, 1.115, 5.742], [1.995, -1.089, -2.910], [0.127, 1.746, -0.188], [-2.125, -0.832, 1.091], [2.275, -0.412, -1.995], [0.447, -2.052, -2.260], [0.047, 0.504, 2.242], [5.476, 4.059, 1.449], [0.012, -12.119, 0.060], [1.795, 5.489, 5.965], [0.375, -0.051, 1.137], [-2.656, 1.279, 1.628], [0.063, 0.283, -0.749], [-0.614, -1.356, 0.811], [1.062, 0.660, -0.420], [-0.810, -0.921, 0.104], [0.617, 0.064, 0.172], [-0.404, -0.589, 0.908], [0.003, 2.135, -0.793], [-3.603, 1.861, 0.723], [-2.497, -2.079, -5.352], [-0.859, -0.779, 2.921], [-0.273, 9.309, -0.860], [1.143, 0.626, 1.552], [-1.251, 0.560, 0.418], [-0.328, -2.060, 0.966], [2.746, 0.226, -2.589], [-5.080, -3.551, -5.993], [-4.272, 5.979, 8.856], [-3.163, 3.864, -1.678], [1.468, -1.965, -5.754], [3.957, -3.696, -3.349], [-0.897, 0.284, 5.277], [3.246, -4.424, -6.157], [0.378, -0.546, 0.711], [-0.398, 0.369, 2.399], [-0.043, 0.086, -0.264], [-0.268, 0.229, 0.067], [3.092, -2.157, -2.375], [-3.621, 5.326, 1.468], [-1.184, -1.800, 2.898], [4.037, -4.593, 0.412], [-3.643, 4.006, -1.169], [-0.886, 0.288, 0.209], [1.611, -1.136, -0.610], [-0.252, -0.949, 0.555], [-0.446, 0.573, 0.237], [1.433, 0.457, -1.653], [0.428, -3.173, 2.822], [4.613, -0.368, -2.290], [-2.819, 1.651, 0.588], [-9.178, 3.484, 3.862], [-0.896, -0.378, 0.866], [-1.400, 1.720, -1.241], [0.273, -0.448, 0.176], [0.136, 0.531, -1.932], [7.783, -3.076, -2.520], [1.017, -0.057, -0.405], [-0.381, 1.154, -4.020], [-0.335, -3.440, 1.812], [2.566, 2.573, 2.445], [0.800, 4.078, -2.275], [-2.174, -1.850, -0.810], [-0.203, -1.715, 1.107], [-0.470, -1.607, 1.849], [0.759, 1.750, 0.370], [0.009, -0.130, -0.039], [-0.588, -0.890, -0.464], [-1.199, 1.803, 4.336], [-0.411, -1.039, -4.751], [5.478, -0.134, 1.766], [3.479, 2.806, 6.093], [-0.699, -1.243, -1.272], [-1.547, -1.118, -2.220], [0.497, -0.247, -1.164], [-0.866, 0.092, -0.120], [-0.753, -0.615, -2.228], [-4.009, -0.333, -0.315], [-0.845, 4.781, -2.443], [1.626, 3.358, -2.916], [-1.874, -1.543, 1.495], [-0.394, -1.194, 0.878], [2.749, -1.709, 0.370], [-0.251, -1.317, 4.010], [-0.936, -2.414, -1.456], [0.331, -0.369, 1.894], [-1.486, 1.163, -2.506], [0.100, -1.171, 1.222], [0.284, -0.747, -1.201], [1.904, 2.666, 0.070], [-0.200, -1.493, 0.234], [-0.969, -0.080, 0.299], [0.577, -4.911, -0.937], [-0.443, 1.299, -3.242], [0.554, 0.038, 0.954], [-0.599, -1.313, 1.934], [-0.916, 0.934, 0.742], [1.357, 2.700, 0.839], [-0.538, 1.259, -0.294], [-2.418, -1.872, 3.705], [4.807, 2.019, -4.261], [-1.208, 0.719, 2.341], [-2.923, -2.128, 1.714], [-0.809, 1.806, -1.463], [0.776, -0.340, -0.313], [1.904, -0.229, -1.605], [-3.697, 0.113, -0.677], [2.775, 2.122, -0.053], [1.261, -0.836, -0.423], [-5.045, -0.575, 1.259], [3.989, -1.956, 1.202], [-0.450, 1.992, -0.229], [1.265, -0.900, -1.193], [-4.013, -1.972, -1.783], [6.377, -0.160, -1.494], [-3.268, -0.329, 1.200], [-1.601, -0.184, 0.103], [0.042, 0.699, -0.089], [0.302, 0.643, 1.406], [2.085, 1.507, 0.529]], "total_energy_ha": -3003.856611, "charge": 1, "lumo_energy_ev": -4.872, "homo_lumo_gap_ev": 4.118, "homo_energy_ev": -8.99}

---

Energy above the lowest of the compared OMol25 structures with the same formula, charge and spin, record by record: 20.3; 14.5 kcal per mole
Largest force on an atom, record by record: 0.84; 12.12 eV Å⁻¹